No. 1
The following is a quantum chemistry calculation of one molecule with the formula C23H39N5O2, from the Open Molecules 2025 dataset.

Calculated values
- orbital gap (eV) = 9.009
- charge = 0

Element x y z (Å)
C 6.9841 1.1062 -3.3360
C 6.0115 -0.0190 -3.0112
C 6.6412 -1.0411 -2.0591
N 5.7379 -2.1195 -1.7682
N 5.7014 -3.1861 -2.5662
C 4.7532 -3.9675 -2.0873
C 4.1564 -3.4009 -0.9512
C 3.0672 -3.9705 -0.1038
N 2.0293 -2.9863 0.1644
C 1.0892 -3.4435 1.1696
C 0.1357 -2.3125 1.5429
C -0.6361 -1.8585 0.3018
N -1.6535 -0.8773 0.6383
C -1.1774 0.4408 0.9989
C -2.2973 1.2100 1.6978
C -3.4967 1.3555 0.7549
C -4.6454 2.0362 1.4870
O -5.5699 1.4017 1.9590
N -4.5772 3.3838 1.6431
C -5.6590 4.0763 2.3210
C -6.3383 5.0371 1.3432
O -5.4081 5.9467 0.7932
C -4.3715 5.2688 0.1275
C -3.6291 4.3140 1.0753
C -3.9148 -0.0431 0.3026
C -2.7305 -0.7718 -0.3250
C 0.3869 -1.4371 -0.7639
C 1.3312 -2.5996 -1.0474
C 4.8184 -2.1963 -0.7781
C 4.6295 -1.1506 0.2590
H 7.8798 0.7102 -3.8085
H 7.2783 1.6327 -2.4303
H 6.5255 1.8207 -4.0146
H 5.7190 -0.5354 -3.9269
H 5.1080 0.3928 -2.5562
H 7.5257 -1.4778 -2.5291
H 6.9346 -0.5584 -1.1233
H 4.5320 -4.9045 -2.5590
H 2.6607 -4.8723 -0.5974
H 3.4836 -4.2792 0.8624
H 1.6549 -3.7536 2.0529
H 0.5083 -4.3155 0.8143
H -0.5638 -2.6471 2.3089
H 0.7227 -1.4869 1.9454
H -1.1807 -2.7318 -0.0802
H -0.8459 1.0171 0.1139
H -0.3311 0.3421 1.6792
H -2.6128 0.6502 2.5789
H -1.9296 2.1858 2.0211
H -3.2077 1.9345 -0.1283
H -6.3642 3.3280 2.6834
H -5.2470 4.6399 3.1654
H -7.0902 5.6415 1.8518
H -6.8170 4.4593 0.5382
H -3.6962 6.0381 -0.2513
H -4.7800 4.6925 -0.7180
H -2.8344 3.8040 0.5374
H -3.1855 4.8999 1.8904
H -4.2687 -0.6005 1.1692
H -4.7336 0.0234 -0.4155
H -2.4151 -0.2334 -1.2394
H -3.0400 -1.7780 -0.6163
H -0.1189 -1.1453 -1.6862
H 0.9706 -0.5903 -0.4004
H 2.0773 -2.3029 -1.7888
H 0.7558 -3.4482 -1.4648
H 5.4830 -1.1177 0.9377
H 3.7331 -1.3896 0.8241
H 4.5129 -0.1657 -0.1911

Mulliken atomic charges, in units of e: number 1, C, carries -1.32; number 2, C, carries -0.04; number 3, C, carries -0.99; number 4, N, carries 1.00; number 5, N, carries -1.19; number 6, C, carries -0.92; number 7, C, carries 0.73; number 8, C, carries -1.04; number 9, N, carries 0.59; number 10, C, carries -1.05; number 11, C, carries -0.61; number 12, C, carries -0.76; number 13, N, carries 0.40; number 14, C, carries -0.60; number 15, C, carries -0.88; number 16, C, carries 0.50; number 17, C, carries -0.07; number 18, O, carries -0.70; number 19, N, carries 0.11; number 20, C, carries -0.76; number 21, C, carries -0.57; number 22, O, carries -0.38; number 23, C, carries -0.70; number 24, C, carries -0.51; number 25, C, carries -0.97; number 26, C, carries -0.63; number 27, C, carries -0.46; number 28, C, carries -1.06; number 29, C, carries 0.71; number 30, C, carries -1.63; number 31, H, carries 0.33; number 32, H, carries 0.34; number 33, H, carries 0.37; number 34, H, carries 0.32; number 35, H, carries 0.26; number 36, H, carries 0.37; number 37, H, carries 0.31; number 38, H, carries 0.52; number 39, H, carries 0.37; number 40, H, carries 0.36; number 41, H, carries 0.47; number 42, H, carries 0.36; number 43, H, carries 0.34; number 44, H, carries 0.27; number 45, H, carries 0.30; number 46, H, carries 0.32; number 47, H, carries 0.47; number 48, H, carries 0.31; number 49, H, carries 0.42; number 50, H, carries 0.30; number 51, H, carries 0.43; number 52, H, carries 0.33; number 53, H, carries 0.36; number 54, H, carries 0.32; number 55, H, carries 0.34; number 56, H, carries 0.34; number 57, H, carries 0.46; number 58, H, carries 0.22; number 59, H, carries 0.28; number 60, H, carries 0.46; number 61, H, carries 0.28; number 62, H, carries 0.47; number 63, H, carries 0.35; number 64, H, carries 0.25; number 65, H, carries 0.55; number 66, H, carries 0.26; number 67, H, carries 0.38; number 68, H, carries 0.32; number 69, H, carries 0.29

***

No. 2
The following is a quantum chemistry calculation of C23H40BN8NaS as an isolated structure, from the Open Molecules 2025 dataset.

Calculated values
- orbital gap (eV) = 8.742
- charge = 0

Element x y z (Å)
Na -0.4134 0.2580 0.0027
C -3.3789 -1.8427 1.3742
C -3.3840 -2.7303 0.1405
C -4.4778 -2.3004 -0.8359
C -2.0465 -2.7883 -0.5474
C -1.6312 -3.6861 -1.5396
C -0.3307 -3.3253 -1.7953
N -0.0068 -2.2757 -1.0230
N -1.0710 -1.9424 -0.2436
B 1.4226 -1.6438 -0.9571
N 1.5769 -0.3918 -1.8827
C 2.2657 -0.3972 -3.0330
C 2.2851 0.8811 -3.5481
C 1.5689 1.6334 -2.6084
N 1.1318 0.8645 -1.6223
C 1.3038 3.1148 -2.5764
C -0.1069 3.4249 -3.0527
C 2.3271 3.8996 -3.3931
N 1.8768 -1.3526 0.4873
C 2.8773 -1.9744 1.1308
C 2.9535 -1.4888 2.4132
C 1.9255 -0.5389 2.4829
N 1.2871 -0.4624 1.3241
C 1.5332 0.3373 3.6416
C 0.2141 1.0563 3.4112
C 2.6461 1.3369 3.9523
H -4.3365 -1.9202 1.8905
H -3.2457 -0.7967 1.1018
H -2.5860 -2.1174 2.0648
H -3.6113 -3.7541 0.4653
H -4.3080 -1.2763 -1.1684
H -5.4541 -2.3384 -0.3547
H -4.5091 -2.9411 -1.7160
H -2.1828 -4.4992 -1.9760
H 0.4060 -3.7472 -2.4571
H 2.1651 -2.4646 -1.4136
H 2.7128 -1.3133 -3.3770
H 2.7768 1.2300 -4.4360
H 1.3943 3.4241 -1.5299
H -0.2082 3.1324 -4.0962
H -0.3261 4.4906 -2.9842
H -0.8409 2.8808 -2.4624
H 2.2582 3.6518 -4.4528
H 3.3437 3.6862 -3.0660
H 2.1547 4.9719 -3.2995
H 3.4519 -2.7218 0.6122
H 3.6442 -1.7802 3.1829
H 1.4114 -0.3175 4.5140
H 0.2927 1.7656 2.5848
H -0.0633 1.6268 4.2993
H -0.5963 0.3623 3.1897
H 2.7989 2.0069 3.1056
H 3.5920 0.8337 4.1486
H 2.3961 1.9429 4.8233
C -5.1030 2.4741 -3.7223
N -4.0134 2.7083 -2.7847
C -4.3695 3.6851 -1.7691
C -3.1800 1.6838 -2.4333
S -2.8257 1.3509 -0.8261
N -2.6660 0.9357 -3.4364
C -1.9283 -0.2890 -3.1603
C -2.5052 1.4436 -4.7847
H -6.0215 2.2645 -3.1643
H -4.8957 1.6281 -4.3667
H -5.2637 3.3592 -4.3384
H -4.8029 4.5515 -2.2686
H -3.4847 3.9881 -1.2178
H -5.0957 3.2775 -1.0592
H -2.3274 -0.7847 -2.2788
H -0.8654 -0.0814 -2.9903
H -2.0342 -0.9413 -4.0271
H -2.7375 2.5069 -4.8134
H -3.1448 0.9128 -5.4968
H -1.4680 1.3000 -5.0864

Mulliken atomic charges, in units of e: number 1, Na, carries 1.16; number 2, C, carries -1.33; number 3, C, carries 0.95; number 4, C, carries -1.31; number 5, C, carries -0.15; number 6, C, carries -1.44; number 7, C, carries -0.29; number 8, N, carries 0.64; number 9, N, carries -0.43; number 10, B, carries -0.24; number 11, N, carries 0.79; number 12, C, carries -0.61; number 13, C, carries -1.08; number 14, C, carries 0.02; number 15, N, carries -0.54; number 16, C, carries 0.86; number 17, C, carries -0.88; number 18, C, carries -1.82; number 19, N, carries 0.15; number 20, C, carries -0.22; number 21, C, carries -1.48; number 22, C, carries 0.05; number 23, N, carries -0.07; number 24, C, carries 0.82; number 25, C, carries -1.41; number 26, C, carries -1.41; number 27, H, carries 0.47; number 28, H, carries 0.08; number 29, H, carries 0.32; number 30, H, carries 0.39; number 31, H, carries 0.08; number 32, H, carries 0.49; number 33, H, carries 0.33; number 34, H, carries 0.48; number 35, H, carries 0.55; number 36, H, carries -0.22; number 37, H, carries 0.54; number 38, H, carries 0.42; number 39, H, carries 0.31; number 40, H, carries 0.25; number 41, H, carries 0.45; number 42, H, carries -0.12; number 43, H, carries 0.32; number 44, H, carries 0.42; number 45, H, carries 0.45; number 46, H, carries 0.51; number 47, H, carries 0.47; number 48, H, carries 0.26; number 49, H, carries 0.20; number 50, H, carries 0.47; number 51, H, carries 0.20; number 52, H, carries 0.30; number 53, H, carries 0.37; number 54, H, carries 0.41; number 55, C, carries -1.14; number 56, N, carries 0.13; number 57, C, carries -1.09; number 58, C, carries 0.36; number 59, S, carries -0.31; number 60, N, carries 0.44; number 61, C, carries -0.33; number 62, C, carries -1.41; number 63, H, carries 0.36; number 64, H, carries 0.39; number 65, H, carries 0.34; number 66, H, carries 0.36; number 67, H, carries 0.32; number 68, H, carries 0.35; number 69, H, carries -0.59; number 70, H, carries 0.35; number 71, H, carries 0.35; number 72, H, carries 0.45; number 73, H, carries 0.30; number 74, H, carries 0.45

***

No. 3
The following is a quantum chemistry calculation of C23H40BaCl3N4O3Si as an isolated structure, from the Open Molecules 2025 dataset.

Calculated values
- orbital gap (eV) = 7.801
- charge = -1

Element x y z (Å)
C -3.6530 -1.7089 -2.0372
C -3.1014 -1.2538 -3.3539
H -4.6711 -1.3300 -1.9034
H -3.0318 -1.3499 -1.2033
H -3.6923 -2.8102 -1.9757
C -3.8509 -0.8733 -4.4003
C -5.3363 -0.8872 -4.4222
H -3.3657 -0.5076 -5.3069
H -5.7869 -0.5418 -3.4826
H -5.7280 -1.8929 -4.6254
H -5.6927 -0.2369 -5.2267
Ba 0.7311 -0.5859 4.2410
Cl 2.6553 -2.8010 4.7204
Cl -1.5594 -1.1765 2.3868
C 2.9688 -0.7979 1.9020
O 2.5081 0.2455 2.4194
N 3.7681 -0.8011 0.8343
C 4.2112 0.4804 0.2971
C 4.1042 -2.0325 0.1182
H 2.7398 -1.7978 2.3314
H 4.0925 1.2303 1.0806
H 3.6211 0.7620 -0.5827
H 5.2538 0.4124 -0.0189
H 3.7579 -2.8852 0.7243
H 5.1894 -2.1071 -0.0428
H 3.6233 -2.0652 -0.8747
H -3.8754 1.1118 4.1844
H -2.1478 1.2266 2.1414
C -3.4042 2.0061 4.6140
C -2.1258 2.2666 2.5117
N -2.1276 2.2639 3.9615
H -3.2220 1.8258 5.6746
C -0.9664 2.2850 4.6242
O 0.1746 2.2265 4.1181
H -1.2108 2.7560 2.1561
H -1.0932 2.3608 5.7189
H -4.0811 2.8606 4.4688
H -3.0248 2.7910 2.1573
O -1.1631 -0.0904 -2.6468
C -1.5806 -1.2084 -3.4206
C -0.8635 -0.0643 -5.6184
C -1.0207 -1.2226 -4.8494
H -1.1119 0.9088 -5.1788
C -0.4195 -0.1864 -6.9398
H -1.2425 -2.1328 -2.9244
C -0.7301 -2.4866 -5.3811
H -0.3030 0.7169 -7.5355
C -0.1525 -1.4467 -7.4810
C -0.3166 -2.5990 -6.7042
H -0.8870 -3.3584 -4.7341
H 0.1607 -1.5309 -8.5198
H -0.1367 -3.5900 -7.1189
Si 0.1814 0.4880 -1.8241
Cl -1.4823 0.0075 6.2138
C 0.2992 2.2864 -2.3349
C 1.6525 -0.4372 -2.5381
C -0.1325 0.2405 -0.0313
H 0.2581 2.3987 -3.4285
H 1.2424 2.7281 -1.9834
H -0.5310 2.8661 -1.9092
H -1.0933 0.7085 0.2320
H 0.6513 0.6601 0.6195
H -0.2213 -0.8320 0.1968
H 1.6302 -0.4247 -3.6392
H 1.6493 -1.4883 -2.2199
H 2.6069 0.0104 -2.2298
N 2.3220 1.7202 7.1430
C 3.3921 1.9777 7.9277
C 4.3144 0.9495 7.6918
C 3.6820 0.1047 6.7456
N 2.4720 0.5872 6.3909
H 1.4500 2.2375 7.0705
H 3.4449 2.8409 8.5793
H 5.2806 0.8173 8.1288
H 4.0479 -0.8244 6.3219

Mulliken atomic charges, in units of e: number 1, C, carries -1.32; number 2, C, carries 0.20; number 3, H, carries 0.37; number 4, H, carries 0.23; number 5, H, carries 0.25; number 6, C, carries 0.20; number 7, C, carries -1.42; number 8, H, carries 0.27; number 9, H, carries 0.37; number 10, H, carries 0.26; number 11, H, carries 0.37; number 12, Ba, carries 1.41; number 13, Cl, carries -0.82; number 14, Cl, carries -0.78; number 15, C, carries 0.52; number 16, O, carries -0.72; number 17, N, carries 0.24; number 18, C, carries -0.86; number 19, C, carries -0.81; number 20, H, carries -0.04; number 21, H, carries 0.26; number 22, H, carries 0.14; number 23, H, carries 0.39; number 24, H, carries 0.28; number 25, H, carries 0.32; number 26, H, carries 0.23; number 27, H, carries 0.26; number 28, H, carries 0.21; number 29, C, carries -0.94; number 30, C, carries -0.91; number 31, N, carries 0.33; number 32, H, carries 0.40; number 33, C, carries -0.24; number 34, O, carries -0.69; number 35, H, carries 0.30; number 36, H, carries 0.57; number 37, H, carries 0.30; number 38, H, carries 0.28; number 39, O, carries -0.17; number 40, C, carries 0.07; number 41, C, carries 0.09; number 42, C, carries 0.24; number 43, H, carries 0.48; number 44, C, carries -0.82; number 45, H, carries 0.36; number 46, C, carries -0.42; number 47, H, carries 0.39; number 48, C, carries -0.41; number 49, C, carries -0.64; number 50, H, carries 0.37; number 51, H, carries 0.37; number 52, H, carries 0.38; number 53, Si, carries -0.04; number 54, Cl, carries -0.68; number 55, C, carries -1.03; number 56, C, carries -0.91; number 57, C, carries -0.56; number 58, H, carries 0.27; number 59, H, carries 0.32; number 60, H, carries 0.32; number 61, H, carries -0.14; number 62, H, carries 0.33; number 63, H, carries 0.34; number 64, H, carries 0.33; number 65, H, carries 0.24; number 66, H, carries 0.42; number 67, N, carries -0.02; number 68, C, carries -0.33; number 69, C, carries -0.67; number 70, C, carries -0.35; number 71, N, carries 0.12; number 72, H, carries 0.14; number 73, H, carries 0.41; number 74, H, carries 0.36; number 75, H, carries 0.43

***

no.,total energy (hartree),maximum force (Eh/bohr),LUMO level (eV)
1,-1324.069821,0.01653,0.63
2,-1923.953724,0.01249,0.32
3,-3041.054781,0.03135,2.26